This record from OMol25 describes a 5-piece molecular cluster, C30H31F4N3OP overall in a non-equilibrium geometry. The level of theory is ωB97M-V with the def2-TZVPD basis set.

The largest force on an atom is 3.462 eV/Å. The value obtained for the molar mass is 556.56 g mol⁻¹. For the HOMO-LUMO gap, the calculation gives 0.2101 hartree. The value obtained for the highest occupied orbital energy is -10.618 eV.

```
! RIJCOSX wB97M-V def2-TZVPD def2/J DEFGRID3
* xyz 1 1
C 5.71984 -2.65328 1.26889
P 4.46041 -3.61682 0.22333
O 5.32064 -4.05351 -1.15255
C 3.17716 -2.30886 -0.17862
C 3.36484 -1.29479 -1.26647
N 2.50352 -0.33149 -1.56884
N 1.42556 -0.28256 -0.83474
C 1.02534 -1.08293 0.17482
C 1.91268 -2.17875 0.57468
C 1.59858 -3.16877 1.72149
N 0.14910 -3.55013 1.66767
H 5.31165 -1.61615 1.43553
H 6.67529 -2.51391 0.70993
H 5.83082 -3.10397 2.27963
H 6.25745 -4.18071 -0.91588
H 4.32500 -1.38815 -1.82677
H 0.77352 0.48200 -1.05636
H 0.07439 -0.90652 0.71303
H 1.88814 -2.75107 2.72161
H 2.17446 -4.11869 1.55097
H 0.10115 -4.57389 1.65100
H -0.23206 -3.28844 0.75185
F -1.40789 0.70313 0.19487
C -2.07350 1.42603 1.13561
C -2.66480 0.76866 2.19670
C -3.33984 1.50673 3.16001
C -3.42265 2.88895 3.04237
C -2.82664 3.53526 1.96610
C -2.14200 2.79940 1.00790
H -2.59670 -0.31065 2.26658
H -3.80170 1.00457 4.00073
H -3.95375 3.46309 3.79183
H -2.89581 4.61197 1.87318
H -1.66390 3.28629 0.16638
F 8.70006 -3.55200 3.34779
C 9.25821 -2.37642 3.00306
C 9.45238 -1.40689 3.96985
C 10.03242 -0.19614 3.61304
C 10.40200 0.03565 2.29313
C 10.19768 -0.94381 1.32985
C 9.62759 -2.15913 1.68643
H 9.15137 -1.60156 4.99175
H 10.19596 0.56677 4.36408
H 10.85060 0.98223 2.01642
H 10.48242 -0.76156 0.30067
H 9.46942 -2.93761 0.94954
F -7.45033 2.13241 2.16927
C -7.32465 2.46255 0.87118
C -6.06266 2.66510 0.34415
C -5.93111 3.00096 -0.99686
C -7.06318 3.14031 -1.79083
C -8.32613 2.93904 -1.24718
C -8.45890 2.59236 0.09134
H -5.19315 2.55973 0.98070
H -4.94678 3.15482 -1.42324
H -6.95982 3.40680 -2.83632
H -9.20795 3.05205 -1.86584
H -9.43415 2.42294 0.53031
F -5.91121 3.22587 -5.25278
C -5.56106 1.93387 -5.13286
C -6.30635 0.96550 -5.78055
C -5.94084 -0.36862 -5.65954
C -4.84184 -0.72017 -4.88468
C -4.10466 0.26167 -4.23533
C -4.46214 1.59714 -4.36382
H -7.16420 1.25737 -6.37334
H -6.51307 -1.13422 -6.16870
H -4.56069 -1.76226 -4.78791
H -3.25037 -0.01296 -3.62790
H -3.89317 2.37618 -3.87134
*
```